[1]
{"formula": "C22H35CaNO2P2S2", "method": "the ωB97M-V functional and the def2-TZVPD basis", "fmax_ev_per_a": 3.23, "e_homo_ev": [-4.4, -4.0], "elements": ["P", "P", "C", "C", "H", "H", "H", "H", "C", "H", "H", "H", "C", "H", "H", "H", "C", "H", "H", "H", "C", "H", "H", "H", "Ca", "C", "C", "C", "C", "C", "C", "C", "C", "C", "H", "H", "H", "H", "H", "H", "H", "H", "H", "H", "H", "H", "H", "H", "H", "O", "S", "O", "N", "C", "S", "C", "C", "C", "C", "C", "C", "H", "H", "H", "H"], "positions_angstrom": [[0.04872, -2.21565, -0.09268], [-0.25940, 2.35094, -0.31404], [-0.69841, -0.57224, -0.52237], [0.22197, 0.60353, -0.98684], [-1.30466, -0.25636, 0.35625], [-1.42943, -0.74538, -1.33068], [1.32351, 0.41761, -0.86267], [0.12517, 0.68972, -2.05467], [-1.99610, 2.58578, -0.79940], [-2.45204, 3.10408, 0.05947], [-2.52325, 1.63474, -0.94385], [-2.11319, 3.22654, -1.68314], [0.68671, 3.62276, -1.20231], [0.22259, 3.92965, -2.14799], [1.72133, 3.29665, -1.37862], [0.71928, 4.48665, -0.51749], [-1.03866, -3.49874, -0.66907], [-1.09043, -4.25481, 0.12393], [-0.64520, -3.95721, -1.58538], [-2.04974, -3.11391, -0.86232], [1.73399, -2.50809, -0.63543], [2.29256, -1.60291, -0.91496], [1.70821, -3.19176, -1.49560], [2.28601, -2.99879, 0.17613], [1.03521, 0.50420, 1.32523], [0.82212, 1.82464, -3.85020], [-0.52386, 1.83988, -3.73360], [-1.44946, 0.98740, -4.55302], [-1.06970, -0.50371, -4.69457], [-0.31577, -1.12535, -3.55058], [1.01845, -1.00671, -3.41882], [1.89049, -0.42358, -4.47348], [1.52703, 1.02877, -4.90451], [0.16525, -2.34653, 1.71633], [1.46136, 2.47293, -3.24805], [-1.02511, 2.59310, -3.12724], [-1.53158, 1.39382, -5.57557], [-2.46199, 1.05532, -4.12676], [-2.00806, -1.07048, -4.80332], [-0.52236, -0.63612, -5.64225], [-0.89085, -1.85608, -2.96604], [1.56844, -1.52568, -2.65163], [1.86724, -1.04570, -5.38461], [2.93255, -0.41877, -4.11860], [2.46687, 1.55240, -5.14348], [0.94815, 0.98626, -5.84264], [1.03542, -1.83185, 2.17797], [0.26371, -3.41871, 1.94104], [-0.76018, -1.94791, 2.16506], [2.71118, 1.41595, 5.15063], [1.93220, 0.21645, 4.95613], [2.59051, -1.06439, 4.82044], [0.87883, 0.41544, 3.63646], [-0.43152, 0.48630, 3.97727], [-1.54290, 0.74151, 2.73568], [-0.65031, 0.29735, 5.40199], [-1.84784, 0.16133, 6.12587], [-1.80105, -0.09198, 7.50383], [-0.56154, -0.21055, 8.15669], [0.63333, -0.08569, 7.43561], [0.56387, 0.13904, 6.07134], [-2.79841, 0.23683, 5.59968], [-2.71728, -0.20218, 8.08518], [-0.51079, -0.38198, 9.22743], [1.61884, -0.18777, 7.88284]]}



[2]
{"formula": "C22H35ClN2P", "method": "the ωB97M-V functional and the def2-TZVPD basis", "fmax_ev_per_a": 2.95, "charge": 1, "e_homo_ev": -10.9, "elements": ["Cl", "C", "C", "C", "C", "C", "C", "C", "C", "C", "C", "C", "H", "H", "H", "H", "H", "H", "H", "H", "H", "H", "C", "C", "C", "C", "N", "C", "C", "C", "N", "C", "C", "C", "C", "P", "H", "H", "H", "H", "H", "H", "H", "H", "H", "H", "H", "H", "H", "H", "H", "H", "H", "H", "H", "H", "H", "H", "H", "H", "H"], "positions_angstrom": [[0.79893, 6.18074, 5.71421], [1.25844, 4.54178, 5.98706], [1.12743, 3.98679, 7.26630], [1.61717, 2.70117, 7.51514], [2.15603, 1.94022, 6.48533], [2.87260, 0.62828, 6.80363], [3.20679, -0.38197, 5.68451], [3.50807, -1.72718, 6.42827], [2.93962, -1.49465, 7.81106], [2.53344, -0.21802, 7.99267], [2.25972, 2.48269, 5.19784], [1.77584, 3.77644, 4.93641], [0.69667, 4.58329, 8.06010], [1.61092, 2.30285, 8.52707], [2.39065, -0.46784, 4.95331], [4.08400, -0.04689, 5.11607], [3.05307, -2.56540, 5.88247], [4.59941, -1.92687, 6.42721], [2.87112, -2.32899, 8.50671], [2.18188, 0.24686, 8.91009], [2.73772, 1.93738, 4.40021], [1.85418, 4.21054, 3.95381], [10.25977, 0.19969, 5.90976], [9.76146, 1.30134, 6.83828], [10.14000, 0.91337, 8.26928], [10.33161, 2.67212, 6.42986], [8.26088, 1.42960, 6.81258], [7.45742, 0.99974, 5.63919], [7.15139, 2.17987, 4.75038], [6.27798, 3.25248, 5.38399], [6.37138, 3.25868, 6.87154], [5.97272, 4.57797, 7.44820], [7.19331, 5.48536, 7.27735], [5.63454, 4.38805, 8.92379], [4.77154, 5.18153, 6.74357], [7.77329, 2.74238, 7.69702], [3.85743, 0.93057, 7.08085], [10.12632, 0.44903, 4.84764], [11.34141, 0.07189, 6.07823], [9.78025, -0.76295, 6.13930], [9.81738, 1.66821, 8.99809], [9.63852, -0.03188, 8.53028], [11.22959, 0.79417, 8.35215], [9.96941, 3.47842, 7.10015], [11.42952, 2.67559, 6.49280], [9.99423, 2.90760, 5.40259], [8.02679, 0.24852, 5.09728], [6.54981, 0.49889, 5.99293], [8.09895, 2.64750, 4.44685], [6.67272, 1.82816, 3.83184], [6.56676, 4.23270, 4.95667], [5.21049, 3.13828, 5.11871], [7.47837, 5.50211, 6.21989], [7.00782, 6.49598, 7.64933], [8.05833, 5.06864, 7.83388], [4.81115, 3.67369, 9.06019], [6.49434, 4.02549, 9.50874], [5.32132, 5.36522, 9.32275], [3.92818, 4.48776, 6.70282], [4.44136, 6.05131, 7.32875], [4.99648, 5.54395, 5.73484]]}



[3]
{"formula": "C22H35CoNO3P2S", "method": "the ωB97M-V functional and the def2-TZVPD basis", "s_squared": 3.796, "multiplicity": 4, "fmax_ev_per_a": 5.09, "e_homo_ev": [-6.3, -8.0], "elements": ["P", "P", "C", "C", "H", "H", "H", "H", "C", "H", "H", "H", "C", "H", "H", "H", "C", "H", "H", "H", "C", "H", "H", "H", "Co", "C", "C", "C", "C", "C", "C", "C", "C", "C", "H", "H", "H", "H", "H", "H", "H", "H", "H", "H", "H", "H", "H", "H", "H", "O", "C", "N", "S", "O", "O", "C", "C", "C", "C", "C", "C", "H", "H", "H", "H"], "positions_angstrom": [[1.07349, -3.47855, -1.62942], [1.31384, -0.73454, -2.56262], [0.37058, -3.15805, -3.39856], [1.21427, -2.01188, -3.95564], [-0.69804, -2.89527, -3.30239], [0.46781, -4.08898, -3.98086], [2.26349, -2.30596, -4.15572], [0.81275, -1.56130, -4.88036], [-0.31621, 0.08654, -2.87541], [-0.33597, 1.03359, -2.31579], [-1.14420, -0.55772, -2.53206], [-0.44700, 0.31470, -3.94435], [2.51637, 0.39884, -3.35490], [2.21522, 0.66652, -4.38077], [3.48143, -0.12345, -3.35648], [2.61032, 1.30538, -2.74608], [-0.32364, -4.38315, -0.94833], [0.05100, -5.13187, -0.24409], [-0.88917, -4.87652, -1.74417], [-0.96738, -3.65872, -0.43193], [2.39736, -4.56457, -2.35305], [2.96223, -4.07465, -3.16610], [1.95176, -5.47883, -2.78190], [3.11911, -4.83177, -1.57145], [1.37258, -1.65932, -0.80110], [-1.37422, 4.25340, 1.68904], [-1.83440, 5.12425, 0.76467], [-3.07537, 5.00311, -0.08544], [-3.86922, 3.73469, 0.32231], [-3.26730, 2.42483, -0.08236], [-2.04058, 2.11434, -0.52330], [-0.66937, 2.52068, -0.03460], [-0.63326, 2.96668, 1.45491], [2.13562, -3.28315, 0.19184], [-1.41249, 4.50207, 2.76091], [-1.38205, 6.11880, 0.66014], [-2.88759, 5.01756, -1.17388], [-3.70633, 5.89281, 0.09621], [-3.98946, 3.71681, 1.41713], [-4.89071, 3.81133, -0.08459], [-3.99657, 1.60277, -0.09993], [-1.96537, 1.28663, -1.24527], [-0.20003, 3.27808, -0.68770], [0.01017, 1.64906, -0.11818], [-1.00300, 2.13168, 2.08444], [0.41407, 3.10284, 1.79167], [3.08740, -2.71905, 0.16230], [2.32561, -4.36433, 0.15939], [1.59796, -3.13551, 1.13961], [-1.07148, -1.57367, 1.08021], [-0.12205, -1.06425, 1.71530], [1.11054, -0.92841, 1.13401], [2.35904, -0.51866, 2.26879], [3.13544, -1.65463, 2.70465], [3.01990, 0.67823, 1.83649], [1.16275, -0.11931, 3.51256], [1.37059, 0.60935, 4.68452], [0.24730, 0.95623, 5.45169], [-1.02523, 0.55910, 5.02643], [-1.21282, -0.16280, 3.85383], [-0.10118, -0.47725, 3.07611], [2.37392, 0.91601, 4.97303], [0.37255, 1.50470, 6.38543], [-1.87894, 0.80922, 5.63815], [-2.18585, -0.51468, 3.51301]]}